w.
Entry from the Open Molecules 2025 dataset: 2 unconnected molecules or ions with the total composition CH4NOP (ωB97M-V with the def2-TZVPD basis set).

Each line ends with the Mulliken charge.
Cartesian coordinates (Å):
C (0.537, -0.856, -0.379)  -0.530
N (2.129, 0.385, 0.781)  -0.204
O (0.932, 0.204, 0.552)  -0.118
P (-2.127, 1.456, 0.938)  0.002
H (1.409, -1.210, -0.929)  0.359
H (-0.214, -0.425, -1.038)  0.218
H (0.096, -1.659, 0.209)  0.245
H (-2.761, 2.104, -0.134)  0.028

Results
- E_LUMO (alpha / beta): -0.0551 / -0.0588 hartree
- Multiplicity: 1
- HOMO-LUMO gap (alpha / beta): 6.6 / 6.5 eV
- Molecular weight: 77.0 g/mol

***

x.
Entry from the Open Molecules 2025 dataset: a single CH4NOP molecule (ωB97M-V with the def2-TZVPD basis set).

Each line ends with the Mulliken charge.
Cartesian coordinates (Å):
N (-0.270, 1.245, -0.495)  -0.353
C (0.799, 0.590, -0.110)  0.516
O (1.834, 1.191, 0.486)  -0.641
P (0.973, -1.251, -0.274)  -0.127
H (-0.299, 2.263, -0.290)  0.254
H (-0.970, 0.746, -0.978)  0.220
H (2.089, -1.295, 0.547)  0.089
H (0.160, -1.261, 0.795)  0.040

Results
- E_LUMO: 0.0279 hartree
- SMILES string: NC(=O)P
- Multiplicity: 1
- HOMO-LUMO gap: 9.8 eV
- Molecular weight: 77.0 g/mol

***

Question: which arrangement is favored energetically? Ranking from most to least stable: x, w.